# 1
The following is a DFT calculation (wB97M-V/def2-TZVPD) of C24H42AgN3OPS as an isolated structure.

- strongest force on any atom (eV/A) = 0.116
- HOMO level (eV) = -4.14
- E_LUMO (eV) = 2.826
- E_tot (eV) = -56213.37502
- energy relative to the best compared isomer or geometry (same formula, charge and spin) (kcal per mole) = 0.6

The geometry in ORCA input format:
```
! RIJCOSX wB97M-V def2-TZVPD def2/J DEFGRID3
* xyz -1 1
Ag -0.93792 -0.47049 0.87841
C -5.18183 2.32527 3.82211
C -4.06862 1.63359 4.60106
N -2.74400 2.14278 4.29468
C -2.27266 3.30987 5.02712
C -2.31516 4.59955 4.21430
C -1.94329 1.60767 3.32308
S -2.61252 0.32824 2.35716
N -0.71991 2.08238 3.27617
C 0.04832 2.09253 2.16342
O -0.34141 2.29133 1.01643
C 1.52043 1.89130 2.41408
C 2.09812 2.09505 3.66234
C 3.45729 1.88326 3.84501
C 4.24092 1.44011 2.78727
C 3.66191 1.21402 1.54510
C 2.30848 1.44725 1.35810
H -6.14937 1.87910 4.06373
H -5.00519 2.21200 2.75265
H -5.22965 3.38984 4.05946
H -4.08067 0.56684 4.38878
H -4.22855 1.76071 5.67579
H -1.24884 3.12294 5.35383
H -2.90071 3.40595 5.91553
H -1.69368 4.49794 3.32581
H -1.93755 5.43481 4.80905
H -3.33340 4.83333 3.90005
H 1.46781 2.41705 4.48060
H 3.90555 2.05367 4.81672
H 5.29952 1.26111 2.93424
H 4.26357 0.84384 0.72353
H 1.82908 1.25702 0.40721
C 2.28015 0.48304 -2.62362
C 0.84690 0.00863 -2.90589
C 0.66349 -0.07362 -4.42425
C -0.05389 1.12248 -2.34642
P 0.52131 -1.57257 -1.87688
N 0.44118 -1.31459 -0.37211
C -1.04742 -2.39670 -2.61745
C -2.16513 -1.34950 -2.72838
C -0.90667 -3.09220 -3.97463
C -1.55917 -3.41341 -1.58508
C 1.98601 -2.75451 -2.20501
C 2.51694 -2.86188 -3.63726
C 1.59381 -4.15888 -1.72437
C 3.13188 -2.32143 -1.27462
H 2.38200 1.51531 -2.97414
H 3.03560 -0.11148 -3.13633
H 2.48516 0.46680 -1.55307
H 0.97106 0.88100 -4.86693
H -0.37443 -0.23713 -4.70991
H 1.26851 -0.85639 -4.88270
H 0.21792 2.06420 -2.83647
H 0.08423 1.24334 -1.27179
H -1.11356 0.95659 -2.51980
H -2.00104 -0.63163 -3.52935
H -2.28802 -0.80705 -1.78917
H -3.10584 -1.86806 -2.94222
H -0.54426 -2.42385 -4.75516
H -1.89210 -3.45758 -4.28727
H -0.24435 -3.95582 -3.93236
H -1.60331 -2.95576 -0.59612
H -0.94041 -4.30389 -1.51638
H -2.56728 -3.73021 -1.87443
H 1.75282 -3.16651 -4.35157
H 3.30985 -3.61855 -3.66216
H 2.95450 -1.92801 -3.98785
H 0.89316 -4.65742 -2.39234
H 1.16210 -4.11160 -0.72393
H 2.49657 -4.77756 -1.68052
H 3.62512 -1.40988 -1.60226
H 3.88573 -3.11645 -1.25410
H 2.74483 -2.15709 -0.26853
*
```

# 2
The following is a DFT calculation (wB97M-V/def2-TZVPD) of a 2-piece molecular cluster, C24H42B2N2O8PS overall.

- strongest force on any atom (eV/A) = 0.833
- HOMO level (eV) = -4.10
- E_LUMO (eV) = 2.600
- E_tot (eV) = -66412.92504

The geometry in ORCA input format:
```
! RIJCOSX wB97M-V def2-TZVPD def2/J DEFGRID3
* xyz -1 1
C -3.70463 -1.88359 1.36581
C -2.41563 -1.26634 0.80415
C -1.76620 -2.17429 -0.24198
C -0.48560 -1.66742 -0.95741
C 0.13439 -0.35921 -0.49529
O 1.55135 -0.41963 -0.66812
B 2.00640 0.95436 -0.30096
C 2.28819 1.09145 1.33669
C 2.45757 -0.28173 1.98514
S 1.77674 -0.39141 3.68938
C 0.61942 -1.66252 3.50336
N 0.57222 -2.63699 2.65726
N -0.58145 -3.35750 2.96734
C -1.10771 -2.77210 3.96564
O -0.41774 -1.68742 4.37371
B 3.27588 1.54235 -1.34143
O 3.51337 1.04312 -2.63643
O 4.09507 2.63495 -1.02844
C 3.47565 3.77283 -0.45247
C 4.50789 4.88309 -0.27311
O 0.78014 1.83333 -0.64796
C -0.12818 0.94955 -1.25533
C -1.50700 1.58470 -1.28502
C -2.53259 0.78622 -2.10687
P -4.21807 1.32729 -1.86205
O -4.95979 0.66302 -0.76756
O -4.97086 1.17689 -3.27830
C -6.00682 0.19539 -3.41559
C -5.44574 -1.20390 -3.58749
O -4.08472 2.90926 -1.70181
C -5.28168 3.64810 -1.39245
C -5.28850 4.01477 0.07767
H -4.14325 -2.58168 0.64484
H -3.49997 -2.46698 2.26780
H -4.45145 -1.12331 1.59356
H -1.71641 -1.10254 1.62904
H -2.65503 -0.28620 0.39384
H -1.55444 -3.12720 0.25316
H -2.53500 -2.38755 -0.99767
H -0.67175 -1.60175 -2.03654
H 0.29007 -2.42807 -0.84236
H -0.03956 -0.13979 0.57111
H 1.43917 1.60825 1.79956
H 3.16666 1.70415 1.57078
H 3.51463 -0.54050 2.08595
H 1.98988 -1.08346 1.41635
H -2.01092 -3.07840 4.46518
H 3.91922 0.17368 -2.62960
H 2.65304 4.12292 -1.08307
H 3.01936 3.52777 0.51383
H 4.92059 4.90351 0.73884
H 5.31867 4.77084 -0.99287
H 4.04476 5.86025 -0.44412
H 0.22150 0.74053 -2.28564
H -1.86758 1.78008 -0.26981
H -1.39921 2.56665 -1.75341
H -2.55825 -0.26771 -1.82365
H -2.31120 0.85101 -3.17514
H -6.68410 0.23290 -2.56089
H -6.57211 0.48993 -4.30305
H -4.86239 -1.49340 -2.71188
H -4.81575 -1.26044 -4.47812
H -6.27465 -1.90786 -3.70040
H -5.25915 4.53498 -2.02673
H -6.16200 3.05696 -1.65624
H -5.52919 3.14308 0.68674
H -6.02267 4.79862 0.27971
H -4.29982 4.37095 0.37383
C 6.93537 -4.47882 2.32884
C 5.63815 -4.43332 1.83597
C 5.13884 -3.25609 1.29588
C 5.94121 -2.12447 1.24528
C 7.23854 -2.16915 1.73696
C 7.73595 -3.34576 2.28049
H 7.32205 -5.39744 2.75253
H 5.01246 -5.31593 1.87400
H 4.12457 -3.21583 0.91891
H 5.55167 -1.20634 0.82356
H 7.86127 -1.28442 1.69693
H 8.74682 -3.37921 2.66767
*
```

# 3
The following is a DFT calculation (wB97M-V/def2-TZVPD) of one molecule with the formula C24H42BF4O9P at a distorted geometry.

- strongest force on any atom (eV/A) = 1.918
- HOMO level (eV) = -9.28
- E_LUMO (eV) = -0.034
- E_tot (eV) = -64833.22784
- SMILES string = COCCCCCCCC[C@]1(CCCOC)C(=O)O[C@]([C@@H](C)F)(P(=O)(O)O)[C@@]1(CCC(F)=C(F)F)CB(O)O

The geometry in ORCA input format:
```
! RIJCOSX wB97M-V def2-TZVPD def2/J DEFGRID3
* xyz 0 1
C 6.72343 -1.71667 0.45770
O 5.84310 -0.61973 0.41740
C 6.48810 0.59140 0.07131
C 5.73543 1.75762 0.70701
C 4.60107 2.32579 -0.17319
C 3.31408 2.54193 0.62174
C 2.10093 2.87865 -0.23566
C 1.80267 1.85459 -1.34905
C 0.38080 2.00179 -1.90742
C -0.75042 0.99626 -1.61804
C -0.98345 0.41993 -0.19674
C -1.60244 1.61921 0.58388
C -1.16018 1.97308 2.00386
C -1.74895 3.35247 2.37327
O -2.16277 3.41136 3.72270
C -1.27479 4.05460 4.61654
C 0.24277 -0.18200 0.51185
O 1.09969 0.34272 1.14104
O 0.22970 -1.55919 0.44212
C -0.79927 -1.99769 -0.45010
C -1.17240 -3.44441 -0.06687
C -1.80946 -4.29576 -1.16703
F -0.06768 -4.10731 0.42599
P 0.19927 -2.06682 -2.06546
O 1.20762 -1.01576 -2.17830
O -0.72157 -2.07260 -3.38203
O 0.89409 -3.50443 -2.02319
C -1.88522 -0.91541 -0.19781
C -2.98572 -0.72377 -1.25134
C -4.17768 -1.71341 -1.17338
C -5.06478 -1.66909 -2.37278
F -6.24243 -1.01568 -2.21670
C -4.84006 -2.25015 -3.55023
F -3.66233 -2.20422 -4.18160
F -5.70454 -2.95993 -4.25331
C -2.56674 -0.90918 1.21220
B -3.19137 -2.16024 1.96473
O -4.52480 -2.47388 1.84888
O -2.39318 -2.88601 2.83993
H 7.33496 -1.77200 -0.45068
H 6.12450 -2.62388 0.51771
H 7.38016 -1.66566 1.33405
H 6.47286 0.71644 -1.01988
H 7.53029 0.58492 0.41088
H 6.44325 2.54164 0.98414
H 5.31751 1.38094 1.64425
H 4.96171 3.27565 -0.57970
H 4.43469 1.64537 -1.01020
H 3.48407 3.37876 1.31024
H 3.14040 1.66368 1.24671
H 1.21012 3.06957 0.36994
H 2.32256 3.82641 -0.74560
H 2.07539 0.85607 -1.02195
H 2.48917 2.09709 -2.16328
H 0.02765 3.00133 -1.62549
H 0.44501 2.04729 -2.99680
H -0.72187 0.22793 -2.38220
H -1.68028 1.53112 -1.84237
H -2.69307 1.57532 0.54033
H -1.37553 2.52341 0.01090
H -1.53637 1.30613 2.77979
H -0.07903 2.05481 2.07277
H -2.64724 3.52528 1.76946
H -1.04524 4.15551 2.13031
H -0.98108 3.36524 5.41150
H -0.37336 4.41560 4.11610
H -1.77976 4.90565 5.08068
H -1.86117 -3.45351 0.76726
H -2.41262 -3.70274 -1.85374
H -2.49871 -5.00804 -0.71081
H -1.06147 -4.87885 -1.69432
H -1.63989 -2.34596 -3.26617
H 1.27302 -3.69613 -2.89289
H -3.41803 0.26922 -1.12166
H -2.58258 -0.76671 -2.26151
H -3.88193 -2.73348 -0.94584
H -4.81556 -1.39115 -0.34918
H -1.89594 -0.51147 1.97295
H -3.42618 -0.24971 1.08902
H -4.84127 -2.97034 2.61222
H -2.58967 -3.82879 2.81110
*
```